Computed, not measured: a molecular structure, C26H21FeN3O, with ωB97M-V with the def2-TZVPD basis set.

The geometry in ORCA input format:
```
! wB97M-V def2-TZVPD RIJCOSX def2/J DEFGRID3
* xyz 0 5
Fe 0.34 -0.57 -0.39
O 1.61 -0.27 1.06
N -1.11 -1.34 1.10
N 3.46 1.71 -2.24
N 1.74 0.51 -1.63
C -3.16 -2.18 2.71
C 4.44 1.18 2.75
C 2.71 0.41 1.21
C -1.88 -2.68 -3.65
C 5.09 1.85 1.71
C -3.07 -2.89 -1.59
C -1.00 2.28 1.72
C -3.00 1.38 0.73
C -2.39 1.36 -0.51
C -2.06 -1.55 3.27
C -0.88 -1.97 -2.98
C -3.21 -2.40 1.34
C 2.69 1.54 -3.37
C -1.06 -1.13 2.41
C 3.37 1.09 0.16
C -0.38 2.27 0.47
C -2.99 -3.13 -2.95
C -0.93 -1.69 -1.61
C 3.28 0.48 2.50
C 2.85 1.08 -1.20
C 4.55 1.80 0.45
C -2.06 -2.19 -0.93
C -2.31 1.85 1.84
C -1.08 1.82 -0.64
C 1.64 0.78 -2.98
C -2.15 -1.97 0.54
H -2.79 1.86 2.81
H -2.92 0.99 -1.37
H 2.77 -0.04 3.30
H 4.84 1.21 3.75
H -4.02 1.03 0.84
H 4.32 2.22 -2.19
H 6.01 2.40 1.89
H 0.81 0.43 -3.56
H -3.94 -3.26 -1.06
H -4.05 -2.90 0.91
H -1.78 -2.87 -4.71
H -0.17 -0.62 2.76
H 5.08 2.32 -0.35
H -0.60 1.84 -1.61
H -0.45 2.63 2.59
H 2.97 1.95 -4.32
H 0.65 2.61 0.37
H -1.99 -1.37 4.33
H -3.98 -2.52 3.34
H -0.02 -1.65 -3.56
H -3.77 -3.67 -3.46
*
```

Computed properties:
- energy relative to the best compared isomer or geometry (same formula, charge and spin) (kJ/mol) = 0.0
- E_HOMO (spin up / spin down) (eV) = -7.27 / -7.61
- frontier orbital gap (spin up / spin down) (Eh) = 0.29048 / 0.30018

Atomic partial charges in e from the Mulliken method, atoms 1 to 2:
1. Fe 0.232
2. O -0.601